Molecular formula: C28H26N5O4Pt
Method: DFT, ωB97M-V with the def2-TZVPD basis set

Each line ends with the natural charge from an NBO analysis.
Geometry (Å):
Pt -1.3419 -0.8486 -1.9647  0.750
C -3.6614 -3.8089 -3.1268  -0.713
C -3.5471 -2.3141 -3.0146  0.709
O -2.6519 -1.6888 -3.5949  -0.663
N -4.4968 -1.6997 -2.2849  -0.595
C -4.4515 -0.2800 -1.9587  -0.275
C -4.0113 -0.0398 -0.5419  0.196
C -4.8645 0.3785 0.4529  -0.253
C -4.3876 0.6078 1.7438  -0.163
C -3.0168 0.3882 1.9833  -0.245
C -2.2185 -0.0365 0.9584  0.036
N -2.6827 -0.2614 -0.2913  -0.505
H -3.2280 -4.1347 -4.0686  0.245
H -4.6836 -4.1625 -3.0446  0.211
H -3.0683 -4.2347 -2.3187  0.266
H -5.0908 -2.2679 -1.7014  0.395
H -5.4448 0.1459 -2.1259  0.205
H -3.7252 0.1881 -2.6382  0.269
H -5.9108 0.5323 0.2237  0.216
H -5.0423 0.9549 2.5251  0.220
H -2.5949 0.5590 2.9598  0.223
H -1.1644 -0.2183 1.1116  0.216
O -0.6690 1.3870 -2.5004  -0.668
C 0.2220 1.2270 -1.6576  0.767
N 1.0561 2.1685 -1.1742  -0.625
C 1.7892 1.6443 -0.0378  -0.060
C 1.3418 0.1505 -0.0808  0.684
O 1.7137 -0.7174 0.6819  -0.674
N 0.4702 0.0185 -1.0920  -0.729
C 1.3874 2.3510 1.2506  0.081
C 1.2317 1.6569 2.4406  -0.246
C 0.8574 2.3201 3.5963  -0.195
C 0.6369 3.6863 3.5742  -0.223
C 0.8344 4.3932 2.4008  -0.205
C 1.2110 3.7302 1.2479  -0.227
C 3.2942 1.7602 -0.1872  -0.030
C 4.1259 0.9054 0.5241  -0.157
C 5.4994 1.0217 0.4241  -0.222
C 6.0597 2.0079 -0.3692  -0.218
C 5.2346 2.8715 -1.0697  -0.207
C 3.8572 2.7477 -0.9846  -0.207
H 0.8503 3.1451 -1.3037  0.408
H 1.3995 0.5922 2.4606  0.243
H 0.7363 1.7635 4.5131  0.208
H 0.3149 4.1981 4.4677  0.211
H 0.6956 5.4651 2.3789  0.213
H 1.3777 4.3058 0.3478  0.200
H 3.6973 0.1266 1.1360  0.236
H 6.1352 0.3363 0.9669  0.208
H 7.1327 2.0936 -0.4528  0.210
H 5.6601 3.6437 -1.6913  0.210
H 3.2261 3.4181 -1.5461  0.209
O -1.3167 -2.9614 -1.2486  -0.622
N -0.2348 -3.1903 -0.5253  0.074
C -0.3301 -3.2146 0.8292  0.011
C 0.7418 -3.5686 1.5953  -0.204
C 1.9562 -3.9042 0.9879  -0.165
C 2.0453 -3.8146 -0.4040  -0.215
C 0.9528 -3.4512 -1.1371  0.026
H -1.2917 -2.9296 1.2270  0.231
H 0.6495 -3.5785 2.6704  0.227
H 2.8072 -4.1977 1.5764  0.223
H 2.9759 -4.0230 -0.9066  0.232
H 0.9499 -3.3438 -2.2120  0.247

Spin multiplicity: 2
HOMO-LUMO gap (alpha / beta) in eV: 6.26 / 5.86
Relative energy (zero: lowest compared OMol25 entry of this formula, charge and spin) in eV: 1.765
Molecular weight in g mol⁻¹: 691.62
⟨S²⟩: 0.763

=====

Molecular formula: C28H27ClN5O2RuS
Method: DFT, ωB97M-V with the def2-TZVPD basis set

Each line ends with the natural charge from an NBO analysis.
Geometry (Å):
Ru -0.1188 0.0743 0.3441  0.715
O 3.6296 1.6235 0.3712  -0.640
C 2.8538 0.7329 0.6720  0.773
O 1.9554 0.2209 -0.1053  -0.807
C 2.9467 0.0854 2.0430  -0.086
C 4.1857 -0.3485 2.4935  -0.190
C 4.3199 -0.9645 3.7299  -0.215
C 3.2095 -1.1229 4.5450  -0.210
C 1.9677 -0.6776 4.1162  -0.221
C 1.8256 -0.0829 2.8650  -0.222
S 0.2146 0.5351 2.4360  0.141
H 5.0474 -0.1917 1.8573  0.230
H 5.2906 -1.3116 4.0591  0.216
H 3.3075 -1.5874 5.5178  0.216
H 1.0995 -0.7852 4.7555  0.219
C -5.3147 -1.3845 2.7856  -0.217
C -4.0325 -1.1149 3.3043  -0.211
C -3.0247 -0.7004 2.4791  -0.220
C -3.2166 -0.5332 1.0823  -0.030
C -2.1663 -0.1032 0.1951  -0.222
C -2.5345 0.1337 -1.1155  -0.252
C -3.8255 -0.1203 -1.6290  -0.231
C -4.8034 -0.5767 -0.7992  -0.198
C -4.5243 -0.7765 0.5764  -0.092
C -5.5500 -1.2106 1.4528  -0.180
H -6.1081 -1.7145 3.4437  0.213
H -3.8444 -1.2338 4.3640  0.211
H -2.0542 -0.4783 2.8983  0.225
H -1.7900 0.5095 -1.8188  0.190
H -4.0303 0.0586 -2.6774  0.213
H -5.8053 -0.7680 -1.1642  0.209
H -6.5351 -1.3935 1.0394  0.208
Cl 2.3660 5.0545 -0.5026  0.049
C 0.9164 4.2318 -0.0661  -0.071
C -0.1186 4.9056 0.5578  -0.158
C -1.2675 4.1961 0.8641  -0.244
C -1.3312 2.8517 0.5596  0.074
N -0.3129 2.1954 -0.0181  -0.426
C 0.7970 2.8796 -0.3302  0.039
H -0.0195 5.9572 0.7896  0.236
H -2.1095 4.6732 1.3447  0.233
H -2.2136 2.2661 0.7718  0.231
H 1.6081 2.3269 -0.7857  0.267
C -0.5929 -2.6654 -0.8858  -0.085
N -0.4487 -4.1046 -0.9716  -0.458
C -0.9438 -4.6989 0.2739  -0.078
N -0.1948 -4.2194 1.4362  -0.461
C -0.3364 -2.7780 1.5085  -0.076
N 0.1691 -2.0902 0.2737  -0.456
C 1.6063 -2.5074 0.1062  -0.070
N 1.7476 -3.9483 0.0269  -0.461
C 0.9706 -4.4376 -1.1084  -0.077
C 1.2183 -4.5484 1.2496  -0.077
H -1.6426 -2.4047 -0.7681  0.227
H -0.2101 -2.2045 -1.8007  0.204
H -0.8484 -5.7837 0.2088  0.201
H -1.9979 -4.4433 0.3974  0.205
H 0.2269 -2.3873 2.3572  0.218
H -1.3860 -2.5274 1.6236  0.222
H 2.1651 -2.1224 0.9560  0.222
H 1.9917 -2.0458 -0.7991  0.225
H 1.0746 -5.5216 -1.1746  0.201
H 1.3562 -3.9909 -2.0268  0.201
H 1.7872 -4.1787 2.1050  0.206
H 1.3293 -5.6326 1.1940  0.200

Spin multiplicity: 2
HOMO-LUMO gap (alpha / beta) in eV: 7.28 / 6.83
Relative energy (zero: lowest compared OMol25 entry of this formula, charge and spin) in eV: 0.000
Molecular weight in g mol⁻¹: 634.15
⟨S²⟩: 0.759

=====

Molecular formula: C28H27CoN3OTe
Method: DFT, ωB97M-V with the def2-TZVPD basis set

Each line ends with the natural charge from an NBO analysis.
Geometry (Å):
Co -0.1475 0.0157 -1.3321  0.953
O -1.0726 3.8370 -2.3647  -0.670
C -1.0624 2.6505 -2.0316  0.591
N -0.0616 1.9655 -1.4872  -0.671
C 1.2332 2.5897 -1.4353  -0.279
C 2.2845 1.5397 -1.6630  0.263
C 3.6413 1.8310 -1.5755  -0.242
C 4.5658 0.8254 -1.7796  -0.147
C 4.1081 -0.4554 -2.0646  -0.272
C 2.7466 -0.6630 -2.1406  0.056
N 1.8476 0.3066 -1.9423  -0.522
C -2.2693 1.7782 -2.2722  0.151
C -3.5243 2.3334 -2.4614  -0.214
C -4.5970 1.4950 -2.7068  -0.149
C -4.3685 0.1284 -2.7880  -0.255
C -3.0821 -0.3398 -2.5989  0.057
N -2.0478 0.4575 -2.3273  -0.513
H 1.4125 3.0801 -0.4707  0.216
H 1.3046 3.3627 -2.2082  0.236
H 3.9519 2.8410 -1.3420  0.227
H 5.6263 1.0310 -1.7168  0.222
H 4.7971 -1.2726 -2.2268  0.224
H 2.3414 -1.6412 -2.3706  0.198
H -3.6251 3.4078 -2.3993  0.251
H -5.5916 1.9019 -2.8339  0.222
H -5.1737 -0.5611 -2.9997  0.226
H -2.8748 -1.3997 -2.6805  0.190
C 1.0628 -3.4796 -0.2717  -0.865
Te -0.6365 -2.5822 -1.2136  0.631
C -0.5719 -3.9191 -2.9338  -0.885
H 0.7989 -4.4759 0.0738  0.227
H 1.3129 -2.8495 0.5784  0.252
H 1.9093 -3.5360 -0.9524  0.216
H 0.4537 -4.1531 -3.2098  0.222
H -1.0591 -3.4169 -3.7679  0.227
H -1.1114 -4.8327 -2.6997  0.225
C 2.4618 1.3858 4.9609  -0.225
C 1.1387 1.5244 4.5640  -0.209
C 0.7131 1.0257 3.3448  -0.219
C 1.6036 0.3688 2.4884  0.015
C 2.9365 0.2510 2.8975  -0.222
C 3.3600 0.7465 4.1200  -0.217
C 1.2171 -0.1482 1.1609  -0.302
C -0.0161 -0.3556 0.6604  -0.349
C -1.2465 -0.4732 1.4329  -0.004
C -2.4097 0.2398 1.1164  -0.249
C -3.5773 0.0603 1.8395  -0.206
C -3.6251 -0.8487 2.8871  -0.239
C -2.4881 -1.5835 3.2002  -0.196
C -1.3185 -1.4030 2.4842  -0.250
H 2.7917 1.7846 5.9117  0.209
H 0.4305 2.0303 5.2088  0.211
H -0.3142 1.1593 3.0395  0.218
H 3.6451 -0.2425 2.2405  0.200
H 4.3957 0.6334 4.4170  0.208
H 2.0819 -0.3340 0.5249  0.180
H -2.3724 0.9739 0.3205  0.209
H -4.4557 0.6414 1.5847  0.209
H -4.5347 -0.9747 3.4601  0.210
H -2.5123 -2.2972 4.0149  0.209
H -0.4267 -1.9648 2.7368  0.211

Spin multiplicity: 2
HOMO-LUMO gap (alpha / beta) in eV: 6.88 / 7.15
Relative energy (zero: lowest compared OMol25 entry of this formula, charge and spin) in eV: 0.996
Molecular weight in g mol⁻¹: 608.08
⟨S²⟩: 0.781